(1)
A structure of composition C9H19F3HgN2O8S in a non-equilibrium geometry. Source: the Open Molecules 2025 dataset; level of theory: ωB97M-V/def2-TZVPD.

Output
Charge: -2
Relative energy (zero: lowest compared OMol25 entry of this formula, charge and spin) (kcal/mol): 8.0
HOMO level (hartree): -0.002
Frontier orbital gap (eV): 4.69

Last column: Mulliken charge in e.
Cartesian coordinates (Å):
Hg (-0.909, -0.384, 0.767)  2.074
O (-2.252, -2.164, 0.305)  -0.996
H (-2.079, -2.454, -0.587)  0.184
O (-2.425, -0.404, 2.659)  -0.778
C (-1.794, 0.530, 3.488)  -0.492
C (-0.999, 1.724, 2.880)  -0.432
O (-0.297, 1.605, 1.656)  -0.881
H (-1.129, -0.008, 4.197)  0.082
H (-2.519, 0.997, 4.184)  0.297
H (-0.210, 2.075, 3.572)  0.235
H (-1.711, 2.566, 2.802)  0.397
C (-0.979, -1.853, -3.669)  0.587
F (-1.814, -0.924, -4.114)  -0.202
F (-1.617, -2.681, -2.861)  -0.217
F (-0.529, -2.586, -4.711)  -0.254
S (0.541, -1.184, -2.723)  0.811
O (1.154, -0.148, -3.543)  -0.694
O (0.036, -0.720, -1.404)  -0.759
O (1.346, -2.389, -2.596)  -0.710
C (-2.589, 1.136, -1.731)  -0.184
O (-2.414, 0.771, -0.593)  -0.403
N (-1.764, 1.919, -2.455)  0.268
C (-1.852, 1.961, -3.913)  -0.943
C (-0.601, 2.467, -1.799)  -0.695
H (-3.438, 0.702, -2.283)  0.340
H (-1.920, 3.008, -4.210)  0.336
H (-2.718, 1.377, -4.219)  0.306
H (-0.983, 1.477, -4.361)  0.264
H (-0.550, 2.249, -0.731)  0.100
H (0.299, 2.054, -2.265)  0.251
H (-0.491, 3.555, -1.887)  0.316
C (2.140, -1.798, 1.493)  -0.017
O (0.954, -1.574, 1.584)  -0.711
N (3.038, -1.181, 2.287)  0.199
C (4.326, -1.782, 2.530)  -1.020
C (2.570, -0.140, 3.203)  -0.857
H (2.582, -2.543, 0.818)  0.370
H (4.304, -2.602, 3.255)  0.318
H (4.963, -1.025, 2.996)  0.308
H (4.846, -2.059, 1.614)  0.350
H (3.383, 0.579, 3.347)  0.317
H (1.696, 0.375, 2.802)  0.207
H (2.406, -0.525, 4.214)  0.328

(2)
A cluster of 4 separate species, H8O4 in total. Source: the Open Molecules 2025 dataset; level of theory: ωB97M-V/def2-TZVPD.

Output
Relative energy (zero: lowest compared OMol25 entry of this formula, charge and spin) (kcal/mol): 26.2
HOMO level (hartree): -0.414
Frontier orbital gap (eV): 11.67

Last column: Mulliken charge in e.
Cartesian coordinates (Å):
O (-1.706, -1.587, -0.082)  -0.627
H (-1.283, -2.331, -0.509)  0.315
H (-1.782, -0.926, -0.770)  0.316
O (-0.838, -0.526, 4.284)  -0.647
H (-0.024, -0.034, 4.178)  0.322
H (-0.897, -1.064, 3.494)  0.321
O (0.457, 0.182, -4.997)  -0.639
H (1.196, -0.350, -5.291)  0.321
H (-0.316, -0.333, -5.227)  0.318
O (1.885, 2.067, 1.891)  -0.630
H (0.970, 2.144, 1.618)  0.320
H (2.338, 2.758, 1.410)  0.311

(3)
A structure of composition C6H12O in a non-equilibrium geometry. Source: the Open Molecules 2025 dataset; level of theory: ωB97M-V/def2-TZVPD.

Output
Relative energy (zero: lowest compared OMol25 entry of this formula, charge and spin) (kcal/mol): 182.2
HOMO level (hartree): -0.191
Frontier orbital gap (eV): 4.56

Last column: Mulliken charge in e.
Cartesian coordinates (Å):
O (0.535, -1.220, 1.802)  -0.567
C (0.124, 0.050, 2.367)  -0.717
C (0.494, 0.950, 1.197)  -0.917
C (-0.583, 1.062, -0.022)  -0.364
C (-0.139, -0.011, -1.125)  0.582
C (1.259, -0.165, -1.515)  -0.895
C (-1.187, -0.678, -2.032)  -1.207
H (-0.847, -0.021, 2.788)  0.340
H (0.930, 1.870, 1.379)  0.393
H (0.849, 0.358, 3.178)  0.302
H (-1.482, 0.575, 0.315)  0.276
H (-0.819, 2.129, -0.255)  0.406
H (0.874, -1.828, 2.499)  0.260
H (0.791, -0.689, -0.535)  0.295
H (2.000, 0.420, -0.937)  0.449
H (1.611, -0.490, -2.507)  0.342
H (-2.115, -0.355, -1.529)  0.354
H (-1.050, -0.172, -2.973)  0.324
H (-1.245, -1.786, -2.093)  0.347